No. 1
ORCA calculation (ωB97M-V/def2-TZVPD) on a cluster of 3 separate species, C29H52FN6O2S in total in a non-equilibrium geometry.

Geometry as XYZ:
```
91
C29H52FN6O2S | the OMol25 dataset | ωB97M-V/def2-TZVPD
S -5.893 -0.806 1.087
F 1.623 4.509 -1.522
O 2.037 6.844 -0.856
O -7.530 1.159 2.509
N -5.779 -5.705 2.823
N 1.971 1.564 1.237
N 2.065 2.897 1.015
N -8.004 1.204 0.047
N -8.779 2.164 0.730
N 5.945 4.557 -4.328
C 7.217 0.156 0.716
C 2.957 0.434 1.223
C -5.145 -8.135 2.986
C 2.515 -1.154 1.497
C 3.975 3.280 -3.423
C 6.502 5.883 -4.617
C -7.191 0.570 1.182
C -4.324 -0.205 0.256
C -5.286 -4.328 2.722
C 3.398 3.467 0.713
C -6.955 -5.788 5.091
C 5.959 6.628 -5.833
C 3.502 5.114 0.439
C 1.722 -1.652 0.110
C 5.781 -0.229 0.904
C 5.681 3.472 -6.628
C -4.711 -3.689 3.983
C 4.545 0.862 0.915
C 4.688 2.476 0.673
C -7.029 -5.863 3.568
C -4.720 -6.675 3.123
C -0.923 -1.169 0.439
C -2.341 -1.997 0.754
C 2.335 5.529 -0.673
C 4.523 4.595 -3.972
C -3.513 -1.537 -0.298
C 0.256 -2.334 0.416
C 6.351 3.500 -5.257
C -8.561 2.172 2.234
H 7.697 0.094 -0.360
H -2.669 -1.816 1.870
H -4.313 -2.418 -0.318
H -7.476 -6.825 3.297
H 3.447 -1.839 1.691
H -7.857 -6.233 5.527
H -1.052 -0.711 -0.642
H -5.918 -8.407 3.711
H -4.015 -4.347 4.508
H -4.510 -4.302 1.946
H 0.980 1.239 1.471
H 0.282 -2.982 1.405
H 4.535 5.312 -0.114
H 5.581 -1.390 1.087
H 7.902 0.483 1.620
H 1.522 -0.696 -0.564
H -5.495 -3.379 4.671
H 5.816 2.485 -7.085
H 4.533 2.955 -2.539
H -4.286 -8.788 3.170
H 3.903 4.904 -4.820
H 6.261 7.680 -5.786
H -6.914 -4.754 5.440
H 6.344 6.516 -3.734
H 3.429 5.739 1.436
H -2.137 -3.160 0.588
H -3.893 -6.520 2.418
H -3.590 0.384 0.991
H 2.928 3.410 -3.130
H -6.086 -3.684 2.335
H -7.761 -5.123 3.215
H -4.157 -2.782 3.717
H -3.138 -1.418 -1.419
H 4.868 6.609 -5.884
H 4.003 2.480 -4.169
H 4.378 5.348 -3.187
H -0.006 -3.026 -0.521
H -5.518 -8.347 1.979
H -4.308 -6.525 4.126
H -9.033 2.825 3.089
H -4.615 0.530 -0.614
H 6.130 4.199 -7.309
H 5.742 2.961 0.433
H 6.179 2.530 -4.775
H 6.365 6.233 -6.762
H 4.606 3.660 -6.576
H -0.735 -0.320 1.227
H 1.788 -1.225 2.441
H 2.467 -2.344 -0.477
H -6.098 -6.329 5.499
H 7.593 5.805 -4.711
H 7.440 3.535 -5.398
```

Values from the calculation:
orbital gap = 3.609 eV
total charge = +1
E_tot = -57476.9695 eV
ΔE to the lowest compared entry with this formula, charge and spin = 1295.6 kJ/mol
HOMO energy = -9.5 eV
molar mass = 567.8 g mol⁻¹
maximum force = 10.58 eV/A

These are the Löwdin partial charges, in e, on atoms 1 to 2: S 0.842; F -0.040

***

No. 2
ORCA calculation (ωB97M-V/def2-TZVPD) on a cluster of 7 separate species, C29H53BCl12N5O5S in total in a non-equilibrium geometry.

Geometry as XYZ:
```
106
C29H53BCl12N5O5S | the OMol25 dataset | ωB97M-V/def2-TZVPD
Cl 8.614 0.548 5.562
Cl -8.694 -2.234 1.629
Cl 8.008 -1.068 1.091
Cl -1.771 -4.843 -3.277
Cl -2.139 -5.689 -6.564
Cl 5.572 1.800 6.477
Cl 7.367 2.276 1.331
Cl -10.740 -2.229 -1.102
Cl 12.279 1.664 2.222
Cl 11.853 -1.352 0.678
Cl -2.143 -2.173 1.771
Cl -2.760 1.176 2.039
S -5.295 -3.755 -1.444
O 0.244 4.869 -1.591
O -4.973 4.357 -0.379
O -4.160 -4.189 -0.291
O -4.720 -3.326 -2.769
O -6.115 -5.008 -1.717
N -0.784 1.178 -2.761
N -6.277 2.281 0.220
N -3.873 0.426 -0.885
N -1.829 -1.844 -3.216
N -1.966 1.081 -2.044
C -3.201 -5.592 -4.041
C 13.433 0.306 2.183
C 13.379 -0.454 0.872
C -2.122 0.098 3.308
C 2.371 3.506 -2.024
C -3.907 1.915 -0.953
C 8.008 1.212 2.610
C -2.819 -6.544 -5.156
C -10.664 -3.467 0.178
C -6.063 -0.956 -1.178
C 8.910 0.130 2.053
C -2.136 -1.527 -1.781
C 1.035 4.177 -2.583
C -6.457 -2.456 -0.764
C -10.358 -2.867 1.535
C 5.114 2.151 -0.960
C -2.020 3.750 -2.098
C -0.801 4.045 -1.040
C 2.562 1.949 -1.913
C 7.638 0.069 6.975
C -2.625 2.331 -1.705
C 3.621 4.350 -1.575
C 3.896 1.297 -1.394
C -1.515 4.812 0.206
C -2.704 -0.054 -1.553
C 6.151 0.128 6.689
C -1.229 -0.987 2.740
C 4.941 3.703 -1.052
C -4.837 -0.509 -0.242
B -5.040 2.911 -0.370
H -1.784 5.884 -0.075
H 0.475 3.385 -3.184
H 7.913 0.717 7.810
H -2.087 -7.281 -4.822
H -11.638 -3.958 0.201
H 3.620 5.501 -1.631
H 7.927 -0.953 7.227
H -3.704 -7.077 -5.507
H -0.428 3.023 -0.680
H 13.218 -0.345 3.033
H -2.969 -0.323 3.852
H -1.051 1.519 -3.696
H -11.044 -2.054 1.780
H -2.378 -2.703 -3.448
H 9.696 0.547 1.422
H -1.638 3.805 -3.172
H -3.731 -6.135 -3.256
H -4.252 -1.440 0.106
H -6.333 -2.514 0.385
H 7.163 0.790 3.155
H -6.963 -0.296 -0.876
H 6.090 1.663 -0.590
H 3.977 0.148 -1.346
H 5.893 -0.436 5.791
H 1.757 1.198 -2.233
H -5.901 -0.795 -2.294
H -10.449 -3.632 2.308
H 14.185 -1.189 0.837
H -3.852 -4.793 -4.399
H -2.515 4.251 0.360
H 5.596 -0.294 7.528
H 13.490 0.214 0.017
H -3.255 -4.279 -0.682
H -2.837 4.538 -1.946
H -9.916 -4.207 -0.112
H -5.284 4.696 -1.255
H 1.370 4.978 -3.349
H -0.283 0.281 -2.798
H -0.940 4.701 1.183
H 8.571 1.847 3.296
H -7.078 2.849 -0.094
H -7.506 -2.776 -1.095
H -1.552 0.723 3.997
H 14.428 0.732 2.324
H -2.879 -2.286 -1.370
H -0.846 -2.183 -3.227
H -5.215 -0.011 0.725
H -6.229 2.420 1.243
H -1.129 -1.615 -1.217
H -0.442 -0.570 2.109
H 9.384 -0.415 2.872
H 5.849 4.320 -0.710
H -0.756 -1.541 3.553
```

Values from the calculation:
orbital gap = 7.318 eV
total charge = +1
E_tot = -210390.1884 eV
HOMO energy = -10.3 eV
molar mass = 1020.1 g mol⁻¹
maximum force = 6.79 eV/A

These are the Löwdin partial charges, in e, on atoms 1 to 2: Cl 0.623; Cl 0.577

***

No. 3
ORCA calculation (ωB97M-V/def2-TZVPD) on a cluster of 3 separate species, C29H53N3O5S in total in a non-equilibrium geometry.

Geometry as XYZ:
```
91
C29H53N3O5S | the OMol25 dataset | ωB97M-V/def2-TZVPD
S 5.419 4.328 -2.790
O 9.441 -1.010 1.492
O 0.349 0.840 2.606
O -0.907 2.748 3.284
O 5.905 4.079 1.805
O 8.279 2.023 2.798
N 4.738 2.784 -3.132
N 3.328 -0.017 -2.873
N 5.214 4.311 -1.094
C 4.277 2.201 -1.907
C 4.504 3.699 2.012
C 8.085 1.171 1.643
C 2.911 0.895 2.442
C 4.142 2.694 0.814
C 8.455 -1.686 0.674
C -4.464 -3.823 -0.674
C -6.247 -3.719 1.146
C -9.644 1.757 -4.431
C 7.362 -2.320 1.714
C -8.573 0.844 -5.013
C -3.321 -4.349 0.200
C -6.807 0.179 -2.507
C 9.468 0.415 1.253
C 3.544 0.829 -1.662
C 7.028 2.414 3.405
C 6.668 3.952 3.024
C 1.512 1.710 2.675
C -2.202 0.685 2.905
C 3.099 0.401 -0.248
C -0.831 1.538 2.965
C 3.411 1.347 0.966
C -5.604 -0.518 -3.127
C -8.503 -0.523 -4.331
C -2.508 -3.279 0.928
C -5.502 -2.966 0.052
C -1.786 -2.323 -0.012
C 4.565 3.112 -0.648
C -8.138 -0.496 -2.843
H 7.218 0.452 1.835
H -2.647 -4.937 -0.434
H 9.846 0.691 0.202
H -9.446 1.993 -3.382
H 6.283 -2.157 1.380
H 3.647 1.186 3.264
H 3.877 4.652 1.942
H -5.034 -2.072 0.475
H -5.573 -4.048 1.941
H -8.935 0.004 -2.282
H 1.392 2.478 1.815
H 7.926 -0.986 -0.077
H -5.643 -0.498 -4.219
H -9.676 2.699 -4.982
H -4.969 -4.679 -1.133
H 7.647 -3.408 1.903
H -3.147 -2.710 1.611
H -2.869 0.908 3.804
H -8.791 0.688 -6.075
H 3.327 -1.017 -2.621
H 8.861 -2.564 0.066
H -7.003 -3.072 1.601
H -4.048 -3.240 -1.504
H -2.489 -1.752 -0.624
H 7.197 2.373 4.552
H -9.473 -1.023 -4.437
H -4.681 -0.019 -2.820
H 7.806 1.795 0.708
H -1.912 -0.432 2.971
H -1.190 -1.609 0.562
H -6.756 -4.597 0.738
H -5.548 -1.561 -2.803
H -7.601 1.344 -4.969
H 6.149 1.713 3.194
H -6.822 1.229 -2.814
H -1.760 -3.779 1.554
H -1.111 -2.868 -0.679
H -7.784 -1.148 -4.870
H 6.197 4.477 3.934
H 1.560 2.340 3.635
H 4.434 3.217 3.049
H -10.632 1.291 -4.499
H 10.259 0.846 1.982
H -6.685 0.179 -1.418
H 7.693 4.467 2.871
H 2.648 -0.225 2.484
H 2.559 -0.595 -0.152
H -3.722 -5.050 0.939
H 2.354 0.177 -3.193
H -8.115 -1.528 -2.475
H -6.232 -2.611 -0.683
H -2.752 0.813 1.906
H 7.495 -1.754 2.716
```

Values from the calculation:
orbital gap = 7.292 eV
total charge = 0
E_tot = -56467.7167 eV
HOMO energy = -8.4 eV
molar mass = 555.8 g mol⁻¹
maximum force = 5.51 eV/A

These are the Löwdin partial charges, in e, on atoms 1 to 2: S 0.924; O -0.203

***

No. 4
ORCA calculation (ωB97M-V/def2-TZVPD) on a structure of composition C29H53PS4Se2Si4TeTi in a non-equilibrium geometry.

Geometry as XYZ:
```
95
C29H53PS4Se2Si4TeTi | the OMol25 dataset | ωB97M-V/def2-TZVPD
Te 0.121 -0.506 0.037
Se -1.455 1.988 0.383
Se 0.529 1.987 -2.704
Ti 0.960 1.848 0.770
S 3.133 1.974 -0.502
S -0.373 1.031 2.781
S 0.802 4.310 -0.284
S 1.350 3.995 2.867
P -1.416 2.132 -1.832
Si 1.208 -3.556 2.717
Si 0.595 -2.921 0.519
Si 2.289 -3.644 -0.992
Si -1.444 -3.968 -0.095
C 2.902 -2.880 3.253
C -2.839 -3.148 0.897
C 4.029 -3.081 -0.473
C 2.564 4.618 -0.665
C 2.491 0.995 1.941
C 3.600 0.890 0.927
C 1.147 5.652 2.171
C 1.306 -5.444 2.891
C -3.400 0.139 -1.692
C -2.260 3.672 -2.351
C -1.528 -5.841 0.215
C -2.217 5.869 -3.337
C 3.492 3.665 0.086
C -4.338 -0.924 -3.629
C 1.964 -2.956 -2.724
C -3.488 -0.193 -4.448
C -4.277 4.980 -2.478
C -4.296 -0.759 -2.254
C -0.210 2.232 4.141
C -3.576 6.007 -3.095
C -3.625 3.816 -2.106
C -2.558 0.879 -2.514
C 2.344 -5.543 -1.069
C -1.561 4.703 -2.966
C -2.597 0.712 -3.895
C 0.388 5.662 0.851
C -1.708 -3.668 -1.949
C -0.263 3.659 3.633
C -0.087 -2.876 3.921
H 2.746 1.737 2.702
H -1.050 3.774 2.887
H 1.384 -5.948 -1.399
H -1.039 -3.401 3.807
H 0.648 6.275 2.915
H 1.529 -5.740 3.918
H 2.557 -5.967 -0.085
H -3.355 0.267 -0.619
H -1.926 1.287 -4.521
H -0.406 4.389 4.434
H -0.263 -1.820 3.697
H 2.161 6.027 2.038
H -2.738 -3.841 -2.261
H -2.854 -3.510 1.928
H -2.657 -2.070 0.927
H 4.604 1.180 1.248
H -0.506 4.577 -3.172
H 2.951 -1.801 3.088
H -1.059 -4.314 -2.545
H 4.771 -3.333 -1.234
H 2.658 4.454 -1.739
H 3.343 3.720 1.163
H -3.519 -0.324 -5.522
H 3.088 -3.062 4.313
H 2.314 0.052 2.448
H -4.178 3.013 -1.632
H 3.640 -0.094 0.464
H -4.091 6.911 -3.394
H 1.742 -1.887 -2.651
H -0.685 5.556 1.012
H -1.498 -6.069 1.282
H -1.666 6.663 -3.824
H -4.954 -1.334 -1.614
H -3.827 -3.322 0.466
H 3.715 -3.339 2.687
H 2.816 -3.087 -3.393
H 0.736 2.050 4.657
H 4.052 -1.997 -0.335
H 0.365 -5.916 2.599
H 0.558 6.592 0.308
H -2.453 -6.257 -0.191
H 0.220 -2.956 4.965
H 2.088 -5.853 2.247
H -5.339 5.088 -2.294
H 1.095 -3.435 -3.181
H -1.029 2.054 4.837
H -0.690 -6.359 -0.256
H 4.340 -3.541 0.466
H 3.113 -5.895 -1.760
H -5.027 -1.633 -4.072
H 4.536 3.895 -0.133
H -1.450 -2.630 -2.178
H 2.788 5.662 -0.445
```

Values from the calculation:
orbital gap = 5.800 eV
total charge = 0
E_tot = -276178.8985 eV
ΔE to the lowest compared entry with this formula, charge and spin = 255.3 kJ/mol
HOMO energy = -6.3 eV
molar mass = 1006.7 g mol⁻¹
maximum force = 2.40 eV/A

These are the Löwdin partial charges, in e, on atoms 1 to 2: Te 0.606; Se 0.226

***

No. 5
ORCA calculation (ωB97M-V/def2-TZVPD) on a cluster of 9 separate species, C29H54Br6N6O in total in a non-equilibrium geometry.

Geometry as XYZ:
```
96
C29H54Br6N6O | the OMol25 dataset | ωB97M-V/def2-TZVPD
Br 1.432 1.609 2.290
Br -2.099 2.872 5.138
Br -3.221 -4.692 5.440
Br -4.214 0.313 2.967
Br 0.087 -2.027 3.355
Br -7.624 1.227 1.743
O 0.822 0.012 -2.126
N -0.571 -0.557 -0.501
N -4.312 -2.335 0.159
N 3.318 5.403 -2.671
N -0.768 3.989 -0.264
N 5.303 -3.666 3.292
N -0.458 -0.568 -5.706
C -4.754 1.204 1.261
C 2.582 -3.032 1.264
C 3.562 -4.220 1.437
C -0.103 4.804 0.189
C 4.550 -3.910 2.487
C -2.394 -3.147 4.608
C 3.215 -1.927 0.442
C -1.244 -0.135 0.711
C -4.446 -3.412 -0.241
C -0.870 -3.387 4.509
C 0.736 5.870 0.726
C 0.015 6.842 1.733
C -2.531 -5.917 0.318
C 0.228 0.308 -1.102
C 3.743 2.207 -1.186
C -1.199 7.515 1.049
C 2.753 2.971 -2.051
C 0.588 -0.147 -5.498
C -1.110 2.058 3.599
C 0.392 2.378 3.827
C -0.792 -1.945 -0.998
C 3.088 -0.578 -5.666
C 4.375 1.041 -1.938
C -3.187 -5.436 -0.952
C 1.911 0.430 -5.273
C -4.512 -4.793 -0.748
C -5.969 2.155 1.372
C 3.109 -0.899 -7.178
C 3.033 4.327 -2.408
H 3.101 -1.496 -5.078
H -0.652 -4.360 4.068
H -1.144 -0.927 1.454
H 2.047 0.724 -4.232
H -3.982 1.952 1.079
H 4.526 2.891 -0.857
H 5.304 1.383 -2.392
H 0.655 7.674 2.024
H 1.221 6.403 -0.092
H -2.503 -4.781 -1.492
H 1.591 -3.325 0.916
H 3.172 -5.192 1.739
H 3.916 -1.566 -7.483
H -1.843 -2.232 -1.031
H 3.294 -2.165 -0.619
H -4.722 0.443 0.482
H -1.767 8.224 1.651
H 0.280 1.299 -0.625
H -2.555 -2.232 5.178
H 1.499 5.301 1.257
H 0.593 3.449 3.797
H -0.963 0.868 1.032
H -3.107 -6.652 0.879
H 4.232 -1.767 0.799
H -0.420 -3.400 5.502
H 4.586 0.250 -1.218
H -0.943 8.119 0.178
H -0.239 -2.604 -0.328
H 3.673 0.541 -2.606
H 2.548 2.419 -2.968
H 2.152 -1.309 -7.501
H 2.288 -2.613 2.226
H -6.142 2.634 0.408
H -0.360 -2.201 -1.965
H 1.786 3.079 -1.561
H -2.874 -3.112 3.630
H 3.198 1.832 -0.319
H 2.707 -0.964 0.485
H -1.513 2.581 2.731
H -3.259 -6.220 -1.707
H 1.971 1.367 -5.826
H -5.044 -4.748 -1.699
H -5.317 -5.292 -0.209
H -2.206 -5.085 0.942
H 3.997 -0.119 -5.279
H -1.627 -6.476 0.073
H 0.622 1.935 4.796
H 4.137 -4.352 0.520
H -1.445 1.022 3.559
H -0.310 6.408 2.678
H -1.978 6.817 0.741
H 3.321 -0.035 -7.808
H -5.643 2.904 2.093
H -2.323 -0.092 0.569
```

Values from the calculation:
orbital gap = 9.350 eV
total charge = 0
E_tot = -462189.9720 eV
ΔE to the lowest compared entry with this formula, charge and spin = 86.4 kJ/mol
HOMO energy = -9.2 eV
molar mass = 982.2 g mol⁻¹
maximum force = 2.74 eV/A

These are the Löwdin partial charges, in e, on atoms 1 to 2: Br 0.617; Br 0.570

***

Question: orbital gap of number 2 (C29H53BCl12N5O5S)?
Answer: 7.318 eV

***

Question: Look up the HOMO energy of the third one.
Answer: -8.4 eV

***

Question: Number 4 is which compound?
Answer: C29H53PS4Se2Si4TeTi

***

Question: The lowest E_tot belongs to which entry?
Answer: C29H54Br6N6O